The following is a quantum chemistry calculation of a cluster of 4 separate species, C5H17N2O in total in a non-equilibrium geometry, from OMol25.

Last column: Löwdin charge in e.
CARTESIAN COORDINATES (ANGSTROEM)
N 3.08 -1.35 -0.18  0.07
C -0.18 2.09 0.59  -0.12
C -0.07 3.60 0.66  -0.06
C 0.75 1.45 -0.14  0.10
N 0.08 -1.92 -0.11  0.12
C -0.71 -1.49 -1.21  -0.25
C -2.27 -1.47 -0.94  -0.03
H 3.71 -1.48 -0.96  0.03
H 2.25 -1.97 -0.15  0.00
H 3.56 -1.22 0.69  0.02
H -0.99 1.58 1.16  0.09
H 0.77 4.05 0.12  0.09
H -1.02 3.90 0.18  0.11
H -0.21 3.94 1.71  0.11
H 1.55 2.08 -0.62  0.12
H 0.86 0.36 -0.21  0.03
H -0.11 -2.81 0.10  0.06
H -0.41 -2.24 -1.98  0.16
H -0.26 -0.64 -1.53  0.05
H -2.64 -2.46 -0.59  0.09
H -2.49 -0.87 -0.07  0.05
H -2.93 -1.09 -1.74  0.09
H -1.13 -0.55 2.66  0.06
H -0.20 -1.27 0.80  0.11
O -0.97 -0.23 1.75  -0.09

The calculated total energy comes out at -10473.7180 eV. Its spin multiplicity is 1. Its HOMO energy is -0.484 Ha. As for the energy relative to the best compared isomer or geometry (same formula, charge and spin): 9.216 eV. The calculation puts the largest force on an atom at 0.1081 Eh/bohr. The calculation puts the HOMO-LUMO gap at 3.917 eV. As for the total charge: +1.

The following is a quantum chemistry calculation of a cluster of 2 separate species, C5H17N2O in total in a non-equilibrium geometry, from OMol25.

Last column: Löwdin charge in e.
CARTESIAN COORDINATES (ANGSTROEM)
C 1.53 -1.20 -1.12  -0.01
C 0.35 -0.37 -0.51  -0.33
C -0.67 0.28 -1.40  -0.16
C -2.11 -0.11 -1.04  -0.19
C -2.64 0.39 0.30  -0.24
N -1.98 -0.40 1.37  -0.02
N 0.90 0.57 0.54  0.22
H 2.46 -0.63 -1.21  0.07
H 1.68 -1.99 -0.39  0.09
H 1.27 -1.65 -2.06  0.09
H -0.21 -1.17 -0.02  0.11
H -0.62 1.36 -1.50  0.12
H -0.51 -0.09 -2.38  0.11
H -2.77 0.13 -1.88  0.12
H -2.10 -1.19 -1.02  0.11
H -3.71 0.43 0.41  0.11
H -2.25 1.40 0.45  0.11
H -2.57 -1.20 1.58  0.09
H -2.16 0.12 2.24  0.08
H 0.53 1.48 0.29  0.16
H 0.61 0.28 1.47  0.16
H 1.94 0.69 0.52  0.10
H 3.94 1.35 1.78  0.08
H 4.14 0.45 0.56  0.04
O 3.60 0.57 1.32  -0.02

The calculated total energy comes out at -10482.2255 eV. Its spin multiplicity is 1. Its HOMO energy is -0.497 Ha. As for the energy relative to the best compared isomer or geometry (same formula, charge and spin): 0.709 eV. The calculation puts the largest force on an atom at 0.0357 Eh/bohr. The calculation puts the HOMO-LUMO gap at 10.608 eV. As for the total charge: +1.

The following is a quantum chemistry calculation of a cluster of 2 separate species, C5H17N2O in total in a non-equilibrium geometry, from OMol25.

Last column: Löwdin charge in e.
CARTESIAN COORDINATES (ANGSTROEM)
C 1.57 -0.76 0.33  -0.21
N 1.14 0.61 0.13  -0.08
C 1.03 1.02 -1.28  -0.27
C 1.29 2.51 -1.40  -0.09
C 0.39 -1.70 0.27  -0.13
N -0.82 -1.04 0.82  -0.02
C -1.72 -1.97 1.56  0.01
H 2.28 -1.09 -0.43  0.13
H 2.06 -0.88 1.29  0.13
H 1.78 1.25 0.59  0.11
H 1.78 0.48 -1.87  0.11
H 0.04 0.77 -1.66  0.09
H 0.77 3.08 -0.65  0.07
H 1.04 2.93 -2.38  0.08
H 2.36 2.74 -1.33  0.08
H 0.58 -2.60 0.86  0.13
H 0.15 -2.00 -0.75  0.14
H -1.31 -0.52 0.08  0.12
H -0.52 -0.29 1.45  0.16
H -1.85 -2.88 0.96  0.11
H -2.70 -1.53 1.69  0.10
H -1.20 -2.28 2.46  0.11
H -2.07 1.99 -0.04  0.07
H -2.68 1.13 -1.16  0.07
O -2.25 1.08 -0.30  -0.03

The calculated total energy comes out at -10482.3641 eV. Its spin multiplicity is 1. Its HOMO energy is -0.484 Ha. As for the energy relative to the best compared isomer or geometry (same formula, charge and spin): 0.570 eV. The calculation puts the largest force on an atom at 0.0207 Eh/bohr. The calculation puts the HOMO-LUMO gap at 10.407 eV. As for the total charge: +1.

The following is a quantum chemistry calculation of a cluster of 3 separate species, C5H17N2O in total in a non-equilibrium geometry, from OMol25.

Last column: Löwdin charge in e.
CARTESIAN COORDINATES (ANGSTROEM)
C 0.91 -1.40 0.67  -0.17
N 1.12 -1.34 -0.73  -0.02
C 0.60 -2.44 -1.59  -0.05
C 0.28 0.02 1.25  -0.33
N -0.64 0.36 0.10  0.25
C 0.64 4.14 -1.31  -0.15
C -0.30 -0.05 2.68  -0.03
H 1.79 -1.89 1.15  0.16
H 0.08 -2.20 0.73  0.13
H 0.60 -0.50 -1.24  0.16
H 1.26 -3.25 -1.37  0.09
H -0.43 -2.70 -1.33  0.06
H 0.52 -2.20 -2.78  0.16
H 1.20 0.67 1.18  0.17
H -0.98 1.28 0.28  0.07
H -0.40 3.72 -1.62  -0.02
H 1.38 3.29 -1.73  0.06
H 0.54 5.18 -2.05  0.09
H 0.24 4.86 -0.51  0.02
H 0.23 -0.81 3.27  0.09
H -0.42 1.00 3.11  0.11
H -1.37 -0.47 2.59  0.11
H -2.98 -2.03 -0.42  0.15
H -1.91 -1.15 -0.17  -0.03
O -1.95 -2.10 -0.16  -0.10

The calculated total energy comes out at -10472.7662 eV. Its spin multiplicity is 1. Its HOMO energy is -0.509 Ha. As for the energy relative to the best compared isomer or geometry (same formula, charge and spin): 10.168 eV. The calculation puts the largest force on an atom at 0.1166 Eh/bohr. The calculation puts the HOMO-LUMO gap at 5.192 eV. As for the total charge: +1.

The following is a quantum chemistry calculation of a cluster of 2 separate species, C5H17N2O in total in a non-equilibrium geometry, from OMol25.

Last column: Löwdin charge in e.
CARTESIAN COORDINATES (ANGSTROEM)
C 0.13 1.34 -1.10  -0.07
N -1.23 0.73 -1.17  0.15
C -1.69 0.44 -2.51  0.01
C 1.17 0.30 -0.57  -0.07
N 0.58 -0.62 0.45  0.01
C 0.32 0.06 1.79  -0.15
C 1.59 0.47 2.51  -0.05
H 0.13 2.26 -0.53  0.15
H 0.44 1.57 -2.12  0.14
H -1.90 1.41 -0.80  0.18
H -0.85 0.24 -3.18  0.12
H -2.41 1.15 -2.91  0.15
H -2.08 -0.60 -2.57  0.15
H 2.07 0.73 -0.13  0.13
H 1.57 -0.28 -1.41  0.15
H 1.16 -1.45 0.60  0.19
H -0.28 -1.13 0.17  0.11
H -0.22 -0.67 2.39  0.14
H -0.27 0.95 1.58  0.12
H 1.31 1.15 3.32  0.11
H 1.97 -0.36 3.11  0.10
H 2.39 0.93 1.93  0.08
H -0.96 -3.35 -0.11  0.08
H -1.95 -2.50 0.60  0.08
O -1.02 -2.77 0.66  -0.02

The calculated total energy comes out at -10468.8873 eV. Its spin multiplicity is 2. Its HOMO energy (alpha / beta) is -0.722 / -0.722 Ha. As for the expectation value of S²: 0.754. As for the energy relative to the best compared isomer or geometry (same formula, charge and spin): 1.923 eV. The calculation puts the largest force on an atom at 0.0860 Eh/bohr. The calculation puts the HOMO-LUMO gap (alpha / beta) at 12.699 / 6.895 eV. As for the total charge: +2.

The following is a quantum chemistry calculation of a cluster of 3 separate species, C5H17N2O in total in a non-equilibrium geometry, from OMol25.

Last column: Löwdin charge in e.
CARTESIAN COORDINATES (ANGSTROEM)
C 1.46 -1.21 0.08  -0.10
N 2.74 -0.61 0.48  0.18
C 3.48 0.17 -0.53  0.06
C 0.39 -0.28 -0.40  0.18
N -3.01 -1.21 -1.08  0.03
C -0.74 0.57 1.64  0.01
C -0.01 0.94 0.27  -0.14
H 1.76 -1.98 -0.65  0.17
H 1.19 -1.75 1.01  0.17
H 2.62 -0.21 1.42  0.19
H 3.60 -0.44 -1.43  0.13
H 4.47 0.44 -0.17  0.13
H 2.85 1.04 -0.77  0.14
H 0.31 -0.09 -1.47  0.17
H -2.85 -2.07 -0.56  0.03
H -3.71 -1.39 -1.79  0.05
H -2.17 -1.06 -1.64  0.01
H -0.25 -0.32 2.06  0.08
H -1.70 0.09 1.45  0.08
H -0.83 1.36 2.38  0.11
H -0.68 1.52 -0.37  0.12
H 0.85 1.53 0.62  0.17
H -3.23 0.90 -0.47  -0.01
H -3.59 2.37 -0.11  0.07
O -2.93 1.68 0.01  -0.06

The calculated total energy comes out at -10465.2621 eV. Its spin multiplicity is 2. Its HOMO energy (alpha / beta) is -0.627 / -0.626 Ha. As for the expectation value of S²: 0.755. As for the energy relative to the best compared isomer or geometry (same formula, charge and spin): 5.548 eV. The calculation puts the largest force on an atom at 0.0974 Eh/bohr. The calculation puts the HOMO-LUMO gap (alpha / beta) at 4.796 / 3.979 eV. As for the total charge: +2.

The following is a quantum chemistry calculation of a cluster of 3 separate species, C5H17N2O2 in total in a non-equilibrium geometry, from OMol25.

Last column: Löwdin charge in e.
CARTESIAN COORDINATES (ANGSTROEM)
C -2.15 -2.61 -0.53  -0.11
C -0.81 -2.05 -0.93  -0.26
C -0.36 -0.88 -0.06  -0.19
C -1.34 0.33 -0.13  -0.12
N 1.01 1.98 0.51  0.20
C 0.34 2.09 -0.61  -0.15
N -0.77 1.46 -0.88  0.07
H -2.30 -2.69 0.56  0.08
H -3.01 -2.03 -0.86  0.07
H -2.33 -3.64 -0.85  0.08
H -0.04 -2.81 -0.94  0.11
H -0.89 -1.68 -1.95  0.11
H -0.36 -1.21 0.99  0.11
H 0.66 -0.54 -0.27  0.11
H -1.60 0.67 0.86  0.12
H -2.21 0.01 -0.67  0.11
H 0.67 1.44 1.30  0.07
H 2.00 2.19 0.48  0.11
H 0.78 2.74 -1.36  0.16
H -1.25 1.78 -1.71  0.16
H 3.71 1.39 -1.73  0.06
H 4.48 1.37 -0.43  0.06
O 3.59 1.31 -0.77  -0.06
H 0.61 1.07 3.81  0.07
H 0.87 -0.31 3.19  0.07
O 0.70 0.61 2.97  -0.04

The calculated total energy comes out at -12530.6293 eV. Its spin multiplicity is 1. Its HOMO energy is -0.523 Ha. As for the energy relative to the best compared isomer or geometry (same formula, charge and spin): 0.000 eV. The calculation puts the largest force on an atom at 0.0262 Eh/bohr. The calculation puts the HOMO-LUMO gap at 11.613 eV. As for the total charge: +1.

The following is a quantum chemistry calculation of a cluster of 3 separate species, C5H17N2O2S in total in a non-equilibrium geometry, from OMol25.

Last column: Löwdin charge in e.
CARTESIAN COORDINATES (ANGSTROEM)
C -1.72 -0.13 0.94  -0.21
N -1.54 -0.60 -0.44  -0.08
C -1.96 0.29 -1.50  -0.36
C -0.88 0.98 -2.31  -0.70
S 0.34 1.96 -1.39  0.38
C -0.50 0.47 1.59  -0.26
N 0.07 -0.37 2.65  -0.13
C 0.63 -1.60 2.11  -0.14
H -2.48 0.61 0.88  0.10
H -2.01 -0.99 1.51  0.09
H -0.61 -0.90 -0.69  0.09
H -2.60 -0.28 -2.20  0.10
H -2.60 1.08 -1.10  0.09
H -1.45 1.70 -2.91  0.03
H -0.44 0.27 -3.03  0.05
H 0.26 0.69 0.85  0.01
H -0.64 1.46 2.05  0.12
H 0.82 0.15 3.07  0.08
H 0.76 -2.41 2.84  0.07
H 0.01 -1.93 1.28  0.07
H 1.65 -1.44 1.69  0.07
H 2.23 -0.12 0.57  -0.02
H 1.78 1.10 -0.25  -0.12
O 2.61 0.67 0.17  -0.18
H 2.23 -0.03 -2.65  -0.01
H 3.07 -0.11 -1.42  -0.02
O 2.98 -0.53 -2.30  -0.12

The calculated total energy comes out at -23371.9065 eV. Its spin multiplicity is 1. Its HOMO energy is -0.127 Ha. As for the energy relative to the best compared isomer or geometry (same formula, charge and spin): 0.000 eV. The calculation puts the largest force on an atom at 0.0274 Eh/bohr. The calculation puts the HOMO-LUMO gap at 7.008 eV. As for the total charge: -1.

The following is a quantum chemistry calculation of a cluster of 3 separate species, C5H17N2O3 in total in a non-equilibrium geometry, from OMol25.

Last column: Löwdin charge in e.
CARTESIAN COORDINATES (ANGSTROEM)
O -0.52 1.77 1.20  0.00
C -1.24 0.77 0.95  -0.47
N -2.50 0.90 1.18  0.05
C -3.38 -0.31 1.07  -0.03
C -0.51 -0.44 0.29  -0.18
N 1.10 -0.27 0.45  0.04
C 1.69 -1.60 0.70  -0.03
C -0.85 -0.67 -1.19  -0.01
H -3.06 1.69 1.62  0.20
H -3.90 -0.40 2.01  0.08
H -2.70 -1.20 1.05  0.09
H -4.15 -0.05 0.28  0.12
H -0.78 -1.31 0.88  0.12
H 1.08 0.30 1.27  0.13
H 1.46 0.15 -0.39  0.11
H 1.00 -2.43 0.47  0.11
H 2.18 -1.61 1.74  0.14
H 2.52 -1.60 -0.08  0.09
H -0.12 -1.25 -1.72  0.08
H -1.82 -1.22 -1.16  0.10
H -0.89 0.30 -1.76  0.11
H 1.12 2.55 -1.55  0.08
H 1.92 2.44 -2.90  -0.02
O 1.14 2.21 -2.50  -0.04
H 4.25 0.42 -1.28  0.08
H 3.45 0.77 0.09  0.12
O 3.52 0.11 -0.71  -0.10

The calculated total energy comes out at -14575.8294 eV. Its spin multiplicity is 1. Its HOMO energy is -0.496 Ha. As for the energy relative to the best compared isomer or geometry (same formula, charge and spin): 2.400 eV. The calculation puts the largest force on an atom at 0.1144 Eh/bohr. The calculation puts the HOMO-LUMO gap at 10.620 eV. As for the total charge: +1.